(1)
The following is a quantum chemistry calculation of 7 unconnected molecules or ions with the total composition C43H43FO6S, from the Open Molecules 2025 dataset.

Computed properties:
lowest unoccupied orbital energy	-1.9	eV
F_max	0.75	eV Å⁻¹
charge	0
structure (SMILES)	O=C1OC(=O)C(S(=O)(=O)F)=C1CCCO.c1ccccc1.c1ccccc1.c1ccccc1.c1ccccc1.c1ccccc1.c1ccccc1
molar mass	706.876	g mol⁻¹
E_HOMO	-0.3380	Ha
HOMO-LUMO gap	7.3	eV

Last column: Mulliken charge in e.
CARTESIAN COORDINATES (ANGSTROEM)
O (3.9972, -3.8886, 0.1882)  -0.48
C (4.0300, -2.7246, -0.0405)  0.34
O (5.0250, -2.1361, -0.7776)  -0.32
C (4.8376, -0.7591, -0.7850)  0.05
O (5.5441, -0.0292, -1.3824)  -0.45
C (3.5831, -0.5028, -0.0046)  0.11
S (3.0180, 1.1294, 0.2456)  1.22
O (3.2143, 1.8782, -0.9350)  -0.56
O (3.4121, 1.5403, 1.5443)  -0.53
F (1.4816, 0.8182, 0.3438)  -0.17
C (3.1121, -1.6482, 0.4830)  0.77
C (1.9420, -2.0013, 1.3196)  -1.09
C (0.8080, -2.6220, 0.4812)  -0.51
C (-0.1060, -1.5848, -0.1492)  -0.41
O (-1.1604, -2.2753, -0.8093)  -0.45
H (1.5997, -1.1307, 1.8800)  0.46
H (2.2689, -2.7533, 2.0414)  0.42
H (1.2387, -3.2259, -0.3225)  0.33
H (0.2284, -3.3000, 1.1081)  0.43
H (0.4626, -0.9681, -0.8553)  0.29
H (-0.5192, -0.9161, 0.6144)  0.23
H (-1.3159, -1.8628, -1.6605)  0.29
C (3.5563, 4.3237, 3.5312)  -0.11
C (4.4577, 4.1016, 4.5647)  -0.50
C (4.6753, 5.0828, 5.5220)  -0.57
C (3.9901, 6.2876, 5.4508)  -0.42
C (3.0972, 6.5159, 4.4142)  -0.38
C (2.8808, 5.5348, 3.4551)  -0.58
H (3.3887, 3.5576, 2.7871)  0.49
H (4.9976, 3.1643, 4.6167)  0.39
H (5.3901, 4.9175, 6.3182)  0.43
H (4.1673, 7.0547, 6.1940)  0.47
H (2.5791, 7.4645, 4.3477)  0.46
H (2.1878, 5.7159, 2.6424)  0.38
C (7.2607, 8.0716, 5.3270)  -0.23
C (7.7080, 6.7797, 5.0850)  -0.41
C (8.8802, 6.3290, 5.6757)  -0.47
C (9.6061, 7.1707, 6.5080)  -0.42
C (9.1602, 8.4630, 6.7480)  -0.33
C (7.9872, 8.9136, 6.1575)  -0.61
H (6.3418, 8.4187, 4.8700)  0.54
H (7.1380, 6.1265, 4.4370)  0.47
H (9.2282, 5.3212, 5.4878)  0.37
H (10.5198, 6.8192, 6.9699)  0.36
H (9.7271, 9.1196, 7.3956)  0.36
H (7.6386, 9.9213, 6.3454)  0.38
C (-4.7955, -6.0395, -1.8492)  -0.14
C (-4.3268, -7.3459, -1.8311)  -0.23
C (-3.0170, -7.6071, -1.4529)  -0.53
C (-2.1784, -6.5611, -1.0930)  -0.45
C (-2.6437, -5.2522, -1.1118)  -0.06
C (-3.9548, -4.9949, -1.4900)  -0.69
H (-5.8178, -5.8348, -2.1437)  0.36
H (-4.9809, -8.1605, -2.1169)  0.24
H (-2.6511, -8.6258, -1.4401)  0.37
H (-1.1567, -6.7664, -0.7982)  0.36
H (-1.9921, -4.4338, -0.8357)  0.37
H (-4.3217, -3.9760, -1.5028)  0.36
C (-7.7290, -8.8715, -3.0838)  -0.26
C (-8.5499, -9.9268, -2.7112)  -0.62
C (-8.8807, -10.9062, -3.6373)  -0.33
C (-8.3907, -10.8300, -4.9340)  -0.44
C (-7.5707, -9.7738, -5.3057)  -0.51
C (-7.2398, -8.7934, -4.3801)  -0.25
H (-7.4684, -8.1073, -2.3615)  0.33
H (-8.9314, -9.9857, -1.7000)  0.37
H (-9.5206, -11.7300, -3.3484)  0.36
H (-8.6474, -11.5954, -5.6551)  0.37
H (-7.1881, -9.7153, -6.3171)  0.41
H (-6.5985, -7.9690, -4.6681)  0.59
C (2.7846, 9.5997, 1.6482)  -0.41
C (2.6409, 10.9587, 1.4042)  -0.41
C (3.7306, 11.8072, 1.5426)  -0.39
C (4.9635, 11.2972, 1.9258)  -0.43
C (5.1068, 9.9384, 2.1709)  -0.52
C (4.0171, 9.0893, 2.0318)  -0.21
H (1.9351, 8.9371, 1.5382)  0.38
H (1.6795, 11.3568, 1.1057)  0.36
H (3.6191, 12.8668, 1.3513)  0.36
H (5.8137, 11.9589, 2.0319)  0.37
H (6.0682, 9.5399, 2.4701)  0.47
H (4.1297, 8.0302, 2.2252)  0.45
C (-8.2904, -6.1877, -6.7692)  -0.09
C (-8.4569, -5.6439, -8.0355)  -0.51
C (-8.5963, -4.2713, -8.1881)  -0.35
C (-8.5710, -3.4430, -7.0743)  -0.39
C (-8.4085, -3.9874, -5.8079)  -0.47
C (-8.2688, -5.3600, -5.6556)  -0.27
H (-8.1857, -7.2578, -6.6465)  0.19
H (-8.4782, -6.2901, -8.9037)  0.37
H (-8.7253, -3.8465, -9.1753)  0.36
H (-8.6796, -2.3726, -7.1936)  0.36
H (-8.3938, -3.3417, -4.9390)  0.37
H (-8.1481, -5.7882, -4.6681)  0.44



(2)
The following is a quantum chemistry calculation of 9 unconnected molecules or ions with the total composition C43H44N6O19, from the Open Molecules 2025 dataset.

Computed properties:
lowest unoccupied orbital energy	-1.0	eV
F_max	5.62	eV Å⁻¹
charge	0
structure (SMILES)	O=[N+]([O-])c1ccccc1.O=[N+]([O-])c1ccccc1.O=[N+]([O-])c1ccccc1.O=[N+]([O-])c1ccccc1.O=[N+]([O-])c1ccccc1.O=C1OCCO1.O=C1OCCO1.O=C1OCCO1.CCCC#N
molar mass	948.848	g mol⁻¹
E_HOMO	-0.3518	Ha
HOMO-LUMO gap	8.6	eV

Last column: Mulliken charge in e.
CARTESIAN COORDINATES (ANGSTROEM)
O (6.6092, -3.5748, -4.6727)  -0.54
N (5.9410, -4.6373, -4.7992)  0.85
O (6.4972, -5.7718, -4.8204)  -0.51
C (4.4405, -4.5932, -4.6930)  -0.14
C (3.6270, -5.7389, -4.8507)  -0.30
C (2.3036, -5.7786, -4.5104)  -0.72
C (1.7041, -4.5686, -4.0897)  -0.39
C (2.4793, -3.4303, -3.8367)  -0.18
C (3.8012, -3.4144, -4.2092)  -0.17
H (4.0666, -6.6628, -5.1964)  0.40
H (1.6827, -6.6493, -4.6611)  0.41
H (0.6244, -4.5615, -4.0623)  0.34
H (1.9788, -2.5951, -3.3695)  0.44
H (4.3396, -2.5018, -4.0000)  0.43
O (-1.7562, -7.4898, 2.4218)  -0.54
N (-1.4698, -7.4643, 1.2278)  0.88
O (-1.9223, -8.1249, 0.3217)  -0.56
C (-0.6396, -6.3110, 0.7153)  0.39
C (-0.8730, -5.8148, -0.5686)  -0.63
C (-0.1824, -4.6907, -0.9522)  0.07
C (0.8911, -4.1578, -0.2160)  -0.66
C (1.1774, -4.6724, 1.0618)  -0.42
C (0.4130, -5.7988, 1.5146)  -0.73
H (-1.7180, -6.1675, -1.1414)  0.40
H (-0.3698, -4.2934, -1.9388)  0.32
H (1.5323, -3.3903, -0.6237)  0.53
H (1.9062, -4.1370, 1.6522)  0.49
H (0.7055, -6.2852, 2.4334)  0.41
O (-4.6767, 4.5244, 4.6591)  -0.61
N (-3.7926, 3.7238, 4.2764)  1.02
O (-2.6811, 3.6539, 4.7089)  -0.54
C (-4.2225, 2.5797, 3.3560)  0.03
C (-3.3163, 1.5207, 3.0814)  -0.30
C (-3.6740, 0.5667, 2.1450)  -0.36
C (-4.9427, 0.5531, 1.4973)  -0.70
C (-5.7880, 1.6655, 1.7330)  -0.37
C (-5.4431, 2.6394, 2.6714)  -0.54
H (-2.3153, 1.3979, 3.4678)  0.46
H (-3.0558, -0.3042, 1.9846)  0.48
H (-5.2370, -0.2949, 0.8968)  0.44
H (-6.7201, 1.6604, 1.1876)  0.42
H (-6.1415, 3.4430, 2.8528)  0.53
O (3.7907, 2.3672, 8.2394)  -0.55
N (3.1888, 1.9741, 7.2437)  0.92
O (3.0435, 0.7862, 6.8715)  -0.55
C (2.5413, 2.9804, 6.3737)  0.25
C (3.0462, 4.2534, 6.2483)  -0.70
C (2.3905, 5.2461, 5.4447)  -0.32
C (1.2050, 4.9422, 4.7303)  -0.92
C (0.7368, 3.5983, 4.8447)  0.20
C (1.3060, 2.6419, 5.6935)  -0.40
H (3.9644, 4.5664, 6.7230)  0.42
H (2.7092, 6.2773, 5.4076)  0.37
H (0.7782, 5.5848, 3.9744)  0.49
H (-0.1279, 3.2800, 4.2814)  0.38
H (0.7360, 1.7282, 5.7753)  0.38
O (-2.3984, 3.3540, -4.5951)  -0.63
N (-1.5975, 2.5178, -4.2601)  0.93
O (-1.8323, 1.3311, -4.3849)  -0.56
C (-0.3620, 3.0285, -3.6046)  0.21
C (-0.4135, 4.2304, -2.8536)  -0.28
C (0.7890, 4.6588, -2.2633)  -0.50
C (1.9944, 4.0170, -2.5270)  -0.75
C (1.9907, 2.8717, -3.2913)  -0.28
C (0.8633, 2.2941, -3.7716)  -0.37
H (-1.2802, 4.8718, -2.7920)  0.65
H (0.6224, 5.5934, -1.7485)  0.39
H (2.8041, 4.5142, -2.0137)  0.39
H (2.8712, 2.2463, -3.2872)  0.35
H (0.8493, 1.3026, -4.1996)  0.38
O (-0.5681, -1.3620, -3.4396)  -0.29
C (-1.4210, -1.7690, -4.2627)  0.62
O (-1.5530, -1.1328, -5.4736)  -0.28
C (-2.6129, -1.6628, -6.2221)  -0.33
C (-3.0480, -2.8292, -5.3914)  -0.43
O (-2.3592, -2.6481, -4.1389)  -0.30
H (-3.5396, -1.0965, -6.3155)  0.24
H (-2.2701, -2.0492, -7.1819)  0.27
H (-2.6128, -3.6287, -5.9910)  0.26
H (-4.1211, -3.0152, -5.3452)  0.34
O (4.6317, -3.7056, 3.8981)  -0.63
C (3.9059, -2.6802, 3.7948)  0.62
O (4.3774, -1.4898, 3.7089)  -0.34
C (3.3358, -0.5413, 3.6926)  0.11
C (2.0147, -1.3932, 3.6299)  0.22
O (2.5572, -2.6350, 3.9355)  -0.39
H (3.1492, 0.0593, 4.5828)  -0.04
H (3.3674, 0.0689, 2.7900)  0.28
H (1.6290, -1.3201, 2.6131)  -0.10
H (1.3164, -1.0443, 4.3906)  0.29
O (-0.6718, 4.6732, 1.3383)  -0.58
C (-1.7510, 4.6463, 0.7411)  0.60
O (-2.8189, 5.4331, 1.1246)  -0.43
C (-3.9472, 5.2244, 0.2366)  -0.22
C (-3.4072, 4.2869, -0.8303)  -0.35
O (-2.0372, 4.0408, -0.4134)  0.05
H (-4.7939, 4.7277, 0.7105)  0.14
H (-4.2464, 6.2048, -0.1340)  0.32
H (-3.3909, 4.7828, -1.8008)  0.26
H (-3.9769, 3.3634, -0.7264)  0.28
C (1.5009, -0.0362, -0.8807)  -0.54
C (-0.0429, 0.2052, -0.6930)  -0.18
C (-0.4775, 1.4712, 0.1340)  1.33
C (0.0507, 1.2901, 1.5355)  -0.59
N (0.4996, 1.1322, 2.5784)  -0.20
H (1.7122, -0.7428, -1.6833)  -0.17
H (1.8734, -0.4206, 0.0688)  0.14
H (2.0312, 0.8691, -1.1759)  0.25
H (-0.4924, -0.7176, -0.3264)  0.53
H (-0.2986, 0.3814, -1.7378)  -0.22
H (-1.5463, 1.5942, -0.0409)  -0.01
H (0.0602, 2.3536, -0.2131)  -0.28